The following is a quantum chemistry calculation of a 2-piece molecular cluster, S2 overall, from the OMol25 dataset.

Summary:
**Orbital gap (spin up / spin down)**: 6.09 / 4.66 eV
**Energy relative to the best compared isomer or geometry (same formula, charge and spin)**: 381.1 kJ/mol
**Total charge**: -1
**2S+1**: 2
**Expectation value of S²**: 0.76
**HOMO (spin up / spin down)**: -4.1 / -3.0 eV

Last column: Mulliken spin population.
CARTESIAN COORDINATES (ANGSTROEM)
1 S -0.687 1.352 0.524  0.5000
2 S 0.687 -1.352 -0.524  0.5000

---

The following is a quantum chemistry calculation of a 2-piece molecular cluster, C6H16N2O3P overall, from the OMol25 dataset.

Summary:
**Orbital gap (spin up / spin down)**: 7.16 / 7.16 eV
**Energy relative to the best compared isomer or geometry (same formula, charge and spin)**: 267.3 kJ/mol
**Total charge**: +1
**2S+1**: 1
**HOMO (spin up / spin down)**: -10.7 / -10.7 eV

Last column: Löwdin charge in e.
CARTESIAN COORDINATES (ANGSTROEM)
1 C -4.034 0.753 0.001  -0.2580
2 C 0.979 -0.216 1.588  -0.0263
3 C 2.230 -0.543 -0.444  0.0128
4 C 1.544 1.661 0.211  0.0052
5 C -0.117 0.125 -0.564  -0.1507
6 C -0.794 -1.248 -0.620  -0.5116
7 N -5.064 0.803 0.605  0.2782
8 N 1.154 0.237 0.196  -0.3811
9 O -3.421 1.010 -1.059  0.1858
10 O -1.623 -1.188 -1.762  -0.0909
11 O -2.485 -0.175 1.237  -0.5435
12 P -1.819 -1.522 0.989  0.7596
13 H 1.871 0.017 2.167  0.1186
14 H 0.119 0.279 2.038  0.1029
15 H 0.800 -1.290 1.622  0.0819
16 H 2.437 -0.152 -1.438  0.1215
17 H 3.137 -0.483 0.155  0.1183
18 H 1.942 -1.587 -0.527  0.1053
19 H 2.539 1.770 0.637  0.1163
20 H 1.551 2.064 -0.801  0.1181
21 H 0.841 2.236 0.811  0.1210
22 H 0.054 0.448 -1.594  0.1465
23 H -0.848 0.802 -0.110  0.1154
24 H -0.065 -2.062 -0.736  0.1041
25 H -5.282 0.493 1.535  0.1195
26 H -3.957 1.287 -1.825  0.1889
27 H -2.079 -2.033 -1.858  0.0931
28 H -2.803 -2.287 0.305  -0.0512